# 1
Density functional theory data (ωB97M-V with the def2-TZVPD basis set) for C12H24HfN4O5 as an isolated structure.

Element x y z (Å)
Hf  0.660  -0.447  0.137
O  -0.497  1.197  -0.903
C  0.146  1.958  -1.992
C  0.639  0.990  -3.049
N  1.519  -0.028  -2.458
C  2.923  0.398  -2.205
C  2.795  0.197  -0.722
O  2.748  -0.987  -0.253
O  2.199  1.105  -0.048
C  1.377  -1.357  -3.062
C  0.234  -2.145  -2.428
O  -0.303  -3.051  -2.977
O  -0.073  -1.748  -1.171
H  -1.392  0.969  -1.195
H  0.953  2.508  -1.520
H  -0.582  2.660  -2.394
H  1.132  1.551  -3.848
H  -0.213  0.472  -3.496
H  3.095  1.438  -2.467
H  3.655  -0.246  -2.683
H  2.280  -1.940  -2.876
H  1.224  -1.320  -4.141
C  -1.496  -2.154  1.924
C  -0.232  -2.972  1.715
N  0.958  -2.074  1.741
C  1.262  -1.520  3.098
C  1.529  -0.023  3.029
N  0.482  0.664  2.218
C  -0.857  0.700  2.867
C  -1.930  0.291  1.868
N  -1.467  -0.900  1.106
H  -1.613  -1.876  2.971
H  -2.363  -2.758  1.664
H  -0.255  -3.459  0.742
H  -0.159  -3.745  2.483
H  1.759  -2.623  1.436
H  2.133  -2.018  3.522
H  0.429  -1.743  3.763
H  2.488  0.166  2.542
H  1.591  0.387  4.039
H  0.803  1.619  2.074
H  -1.077  1.696  3.249
H  -0.852  0.033  3.728
H  -2.104  1.103  1.161
H  -2.875  0.095  2.378
H  -2.097  -1.051  0.321

Summary:
HOMO-LUMO gap: 9.943 eV
E_tot: -30329.0113 eV
total charge: +2
E_HOMO: -16.215 eV
2S+1: 1

# 2
Density functional theory data (ωB97M-V with the def2-TZVPD basis set) for C9H11O3 as an isolated structure in a non-equilibrium geometry.

Element x y z (Å)
C  3.726  -1.026  -1.667
C  -0.113  0.596  -0.800
C  0.670  1.210  -1.843
C  0.539  -0.256  0.152
C  1.936  0.717  -2.038
C  1.896  -0.566  0.027
C  2.511  -0.234  -1.190
O  -1.319  1.045  -0.616
H  -1.771  0.954  0.445
H  0.220  1.941  -2.488
H  -0.094  -0.708  0.892
H  2.638  0.991  -2.829
H  2.575  -1.149  0.644
H  4.124  -0.644  -2.602
H  3.357  -2.044  -1.797
H  4.484  -0.998  -0.877
C  -3.780  -0.345  2.929
C  -3.512  0.464  1.616
O  -2.301  0.939  1.575
O  -4.447  0.592  0.858
H  -2.887  -0.422  3.547
H  -3.958  -1.389  2.672
H  -4.496  0.331  3.389

Summary:
HOMO-LUMO gap: 7.295 eV
energy relative to the best compared isomer or geometry (same formula, charge and spin): 24.5 kcal/mol
E_tot: -15655.2358 eV
total charge: -1
E_HOMO: -3.871 eV
2S+1: 1

# 3
Density functional theory data (ωB97M-V with the def2-TZVPD basis set) for a 2-piece molecular cluster, CH2ClF2P overall in a non-equilibrium geometry.

Element x y z (Å)
C  0.065  0.041  -0.813
F  -0.560  1.781  0.191
F  -0.645  0.115  -1.901
P  -0.732  -0.485  0.824
Cl  1.761  0.276  -0.827
H  0.151  0.087  1.794
H  -0.040  -1.814  0.732

Summary:
HOMO-LUMO gap: 8.913 eV
energy relative to the best compared isomer or geometry (same formula, charge and spin): 89.0 kcal/mol
E_tot: -28312.2743 eV
total charge: 0
E_HOMO: -10.151 eV
2S+1: 1

# 4
Density functional theory data (ωB97M-V with the def2-TZVPD basis set) for C12H16Cu2F3N2O3 as an isolated structure in a non-equilibrium geometry.

Element x y z (Å)
Cu  0.080  -0.129  3.674
Cu  -0.698  2.173  2.043
O  0.401  0.406  1.688
H  -0.090  0.076  0.930
N  3.248  -0.958  1.507
C  3.525  -1.809  0.463
C  4.813  -2.237  0.639
C  5.305  -1.719  1.870
C  4.296  -0.956  2.393
H  2.422  -0.420  1.698
H  2.786  -2.007  -0.293
H  5.400  -2.784  -0.081
H  6.307  -1.831  2.242
H  4.274  -0.338  3.276
N  1.087  0.128  -1.218
C  0.290  -0.321  -2.236
C  0.887  0.007  -3.413
C  2.121  0.644  -3.095
C  2.209  0.725  -1.740
H  0.913  0.001  -0.239
H  -0.623  -0.866  -2.065
H  0.578  -0.142  -4.433
H  2.862  1.042  -3.768
H  2.977  1.029  -1.048
C  -3.514  -1.122  -1.094
C  -3.303  -0.406  0.217
O  -4.253  0.633  0.421
C  -3.860  1.844  0.696
O  -2.725  2.233  0.833
C  -5.050  2.830  0.760
F  -5.402  3.225  -0.457
F  -6.098  2.259  1.355
F  -4.689  3.889  1.483
H  -2.960  -2.053  -1.189
H  -3.300  -0.414  -1.895
H  -4.551  -1.443  -1.226
H  -2.269  -0.065  0.265
H  -3.394  -1.122  1.037

Summary:
HOMO-LUMO gap: 4.368 eV
energy relative to the best compared isomer or geometry (same formula, charge and spin): 0.0 kcal/mol
E_tot: -119248.8815 eV
total charge: +1
E_HOMO: -10.439 eV
2S+1: 1

# 5
Density functional theory data (ωB97M-V with the def2-TZVPD basis set) for an isolated ion of composition C4H10NO and charge +1 in a non-equilibrium geometry.

Element x y z (Å)
C  -1.492  0.062  -0.615
C  -0.434  -0.360  0.453
N  -1.165  -0.002  1.803
C  0.901  0.490  0.466
C  1.681  0.269  -0.905
O  1.089  -0.533  -1.674
H  -2.397  -0.466  -0.259
H  -1.617  1.171  -0.828
H  -1.376  -0.487  -1.619
H  -0.235  -1.457  0.295
H  -1.965  -0.621  1.872
H  -0.498  0.024  2.626
H  -1.537  0.987  1.624
H  0.648  1.588  0.316
H  1.562  0.377  1.349
H  2.924  0.395  -0.995

Summary:
HOMO-LUMO gap: 10.073 eV
energy relative to the best compared isomer or geometry (same formula, charge and spin): 48.9 kcal/mol
E_tot: -7839.1979 eV
total charge: +1
E_HOMO: -13.835 eV
SMILES: C[C@H]([NH3+])CC=O
2S+1: 1

# 6
Density functional theory data (ωB97M-V with the def2-TZVPD basis set) for C28H54AuP2Si as an isolated structure in a non-equilibrium geometry.

Element x y z (Å)
Au  -0.722  1.113  -1.736
C  -0.269  -3.149  2.163
C  1.102  -3.287  1.823
C  0.914  -1.518  3.285
C  -0.380  -2.080  3.098
C  1.827  -2.257  2.486
C  -1.362  -4.041  1.730
H  -1.156  -4.452  0.733
H  -2.312  -3.491  1.676
H  -1.510  -4.893  2.416
C  -1.613  -1.683  3.802
H  -2.511  -2.098  3.321
H  -1.726  -0.588  3.850
H  -1.607  -2.054  4.841
C  1.254  -0.443  4.230
H  1.403  -0.836  5.246
H  0.457  0.310  4.283
H  2.185  0.052  3.937
C  3.296  -2.089  2.499
H  3.751  -2.519  3.413
H  3.576  -1.023  2.471
H  3.765  -2.586  1.638
C  1.684  -4.331  0.956
H  1.900  -5.242  1.540
H  2.629  -3.996  0.503
H  0.991  -4.611  0.150
C  -1.342  0.775  -3.741
C  -1.824  -0.645  -3.567
C  -1.075  -1.757  -4.381
C  0.406  -1.499  -4.548
C  1.009  -0.584  -3.512
C  1.267  0.738  -3.682
C  0.729  1.477  -4.921
C  -0.742  1.139  -5.100
H  -1.576  -1.788  -5.347
H  0.626  -1.118  -5.541
H  -1.192  -2.734  -3.891
H  -0.810  0.351  -5.875
H  -2.051  1.601  -3.402
H  -2.867  -0.673  -3.880
H  -1.290  2.008  -5.525
H  0.860  2.564  -4.884
H  2.086  1.214  -3.112
H  1.362  1.241  -5.785
H  0.929  -2.458  -4.446
H  1.571  -1.149  -2.741
P  -1.969  -0.975  -1.779
P  1.882  1.833  -0.124
C  0.241  2.889  -2.067
C  1.605  3.061  -1.460
H  -0.183  3.867  -2.242
H  0.419  2.634  -3.163
H  2.395  2.947  -2.210
H  1.749  4.006  -0.919
C  3.119  2.646  0.926
H  3.581  1.871  1.546
H  2.572  3.325  1.581
H  3.855  3.201  0.340
C  2.842  0.414  -0.815
H  3.557  0.675  -1.611
H  2.124  -0.304  -1.222
H  3.345  -0.124  0.003
C  -3.734  -0.535  -1.429
H  -4.298  -1.446  -1.114
H  -4.215  -0.078  -2.308
H  -3.644  0.218  -0.621
C  -1.072  -2.513  -1.275
H  -0.723  -2.317  -0.251
H  -0.170  -2.763  -1.850
H  -1.706  -3.428  -1.245
C  -2.503  4.088  2.626
Si  -1.362  2.552  2.657
C  0.404  3.159  2.919
C  -1.882  1.919  4.388
C  -1.705  1.534  1.135
H  -2.335  4.692  3.534
H  -3.555  3.762  2.624
H  -2.307  4.710  1.740
H  0.474  3.673  3.894
H  1.130  2.333  2.926
H  0.674  3.886  2.142
H  -2.764  1.270  4.368
H  -1.089  1.423  4.956
H  -2.160  2.813  4.966
H  -1.549  0.467  1.227
H  -2.680  1.709  0.735

Summary:
HOMO-LUMO gap (spin up / spin down): 5.565 / 4.948 eV
energy relative to the best compared isomer or geometry (same formula, charge and spin): 136.8 kcal/mol
E_tot: -60046.5787 eV
total charge: +1
E_HOMO (spin up / spin down): -9.391 / -9.302 eV
expectation value of S²: 2.034
2S+1: 3

# 7
Density functional theory data (ωB97M-V with the def2-TZVPD basis set) for one molecule with the formula C8H16O in a non-equilibrium geometry.

Element x y z (Å)
C  1.632  -1.354  1.919
C  0.769  -1.493  0.906
C  -0.324  -0.346  0.350
C  -1.629  -1.131  0.135
C  -0.565  0.747  1.398
C  0.304  0.144  -0.950
C  1.743  0.664  -0.870
C  -0.598  1.403  -1.588
O  -2.001  1.265  -1.582
H  1.760  -0.416  2.451
H  2.246  -2.186  2.257
H  0.731  -2.458  0.398
H  -1.567  -1.780  -0.745
H  -2.491  -0.470  0.010
H  -1.855  -1.760  1.003
H  -0.826  0.300  2.364
H  -1.402  1.393  1.112
H  0.310  1.384  1.547
H  0.259  -0.657  -1.696
H  2.452  -0.150  -0.697
H  2.032  1.140  -1.813
H  1.866  1.404  -0.075
H  -0.267  1.520  -2.626
H  -0.347  2.326  -1.059
H  -2.233  0.513  -2.148

Summary:
HOMO-LUMO gap: 10.283 eV
energy relative to the best compared isomer or geometry (same formula, charge and spin): 28.1 kcal/mol
E_tot: -10601.7727 eV
total charge: 0
E_HOMO: -9.426 eV
SMILES: C=CC(C)(C)[C@H](C)CO
2S+1: 1

# 8
Density functional theory data (ωB97M-V with the def2-TZVPD basis set) for one molecule with the formula C4H9N3O in a non-equilibrium geometry.

Element x y z (Å)
C  -0.024  -2.141  -0.769
C  0.609  -1.221  -1.809
C  1.064  0.948  1.030
C  -1.448  1.383  1.212
N  -0.954  -1.852  0.035
N  -0.548  0.479  -0.685
N  -0.301  1.093  0.463
O  0.571  0.160  -1.379
H  0.363  -3.162  -0.968
H  1.728  -1.349  -2.041
H  0.089  -1.326  -2.759
H  1.361  0.010  0.685
H  1.642  1.679  0.642
H  1.129  0.980  2.218
H  -2.131  0.716  0.816
H  -1.249  1.161  2.190
H  -1.900  2.442  1.120

Summary:
HOMO-LUMO gap (spin up / spin down): 7.049 / 9.396 eV
energy relative to the best compared isomer or geometry (same formula, charge and spin): 166.1 kcal/mol
E_tot: -10805.2609 eV
total charge: 0
E_HOMO (spin up / spin down): -6.873 / -8.489 eV
2S+1: 1

# 9
Density functional theory data (ωB97M-V with the def2-TZVPD basis set) for C7H28N15NiO10 as an isolated structure in a non-equilibrium geometry.

Element x y z (Å)
Ni  -18.781  2.616  24.237
N  -17.034  3.539  26.757
O  -15.918  4.022  26.598
O  -17.767  3.357  25.737
O  -17.430  3.206  27.856
C  -18.368  -0.307  25.493
O  -18.782  0.786  25.052
N  -17.436  -0.385  26.466
N  -18.719  -1.471  24.896
H  -17.049  -1.303  26.591
H  -16.900  0.452  26.643
H  -19.247  -1.434  24.045
H  -18.198  -2.281  25.176
C  -19.365  5.591  23.253
O  -19.171  4.387  23.506
N  -19.000  6.126  22.064
N  -19.860  6.479  24.137
H  -19.309  7.068  21.896
H  -18.891  5.533  21.258
H  -20.036  6.248  25.099
H  -20.264  7.319  23.762
C  -14.653  5.142  23.085
O  -13.926  5.129  22.111
N  -15.297  6.253  23.570
N  -15.079  3.982  23.682
H  -15.133  7.120  23.091
H  -15.929  6.220  24.345
H  -14.685  3.116  23.361
H  -15.411  4.018  24.632
C  -17.744  8.258  27.076
O  -17.014  8.854  26.290
N  -17.534  6.950  27.409
N  -18.856  8.853  27.605
H  -16.742  6.475  27.025
H  -17.948  6.628  28.269
H  -19.034  9.813  27.380
H  -19.402  8.374  28.297
C  -19.430  3.591  31.453
O  -20.429  3.067  30.984
N  -18.256  3.624  30.737
N  -19.267  3.964  32.754
H  -17.531  4.306  30.920
H  -18.285  3.331  29.778
H  -18.449  4.492  33.004
H  -19.952  3.904  33.482
C  -15.314  5.896  29.792
O  -16.532  5.946  29.956
N  -14.733  5.534  28.612
N  -14.397  6.314  30.717
H  -15.249  4.982  27.940
H  -13.751  5.639  28.429
H  -13.426  6.151  30.528
H  -14.643  6.893  31.497
C  -14.328  1.054  26.729
O  -14.900  1.226  25.654
N  -14.722  1.685  27.873
N  -13.248  0.224  26.874
H  -15.307  2.502  27.840
H  -14.111  1.527  28.655
H  -13.162  -0.177  27.796
H  -12.851  -0.365  26.165

Summary:
HOMO-LUMO gap (spin up / spin down): 7.157 / 4.943 eV
energy relative to the best compared isomer or geometry (same formula, charge and spin): 0.0 kcal/mol
E_tot: -91579.9553 eV
total charge: +1
E_HOMO (spin up / spin down): -10.984 / -10.984 eV
expectation value of S²: 2.004
2S+1: 3

# 10
Density functional theory data (ωB97M-V with the def2-TZVPD basis set) for C23H29CrN10OS as an isolated structure in a non-equilibrium geometry.

Element x y z (Å)
Cr  8.333  10.348  10.286
C  10.269  12.746  11.175
C  8.069  12.773  12.248
N  7.424  11.958  11.177
C  6.727  12.820  10.142
C  7.639  13.142  9.016
S  8.467  11.708  8.175
C  10.229  12.224  8.258
C  10.982  11.425  9.360
N  10.212  11.397  10.600
H  9.649  13.459  10.599
H  11.302  13.049  11.389
H  7.527  12.722  13.256
H  8.062  13.790  11.860
H  6.649  11.408  11.622
H  5.869  12.386  9.657
H  6.351  13.734  10.529
H  7.097  13.683  8.282
H  8.440  13.756  9.358
H  10.728  11.915  7.312
H  10.329  13.314  8.296
H  11.087  10.363  9.110
H  11.967  11.946  9.485
H  10.676  10.891  11.340
N  6.583  8.207  12.069
C  7.740  8.513  12.656
N  8.147  7.752  13.624
C  9.350  8.054  14.206
N  9.898  7.097  14.954
N  9.866  9.268  14.055
C  9.327  10.144  13.154
N  8.342  9.716  12.239
C  9.955  11.375  13.159
C  11.284  11.499  13.736
C  11.792  12.679  14.078
C  10.869  13.775  14.090
C  9.800  13.792  13.306
N  9.576  12.612  12.494
H  6.062  7.479  12.483
H  6.247  8.842  11.342
H  9.464  6.219  15.137
H  10.785  7.341  15.392
H  11.815  10.584  13.820
H  12.834  12.761  14.517
H  11.112  14.605  14.647
H  9.180  14.621  13.025
O  6.590  9.728  9.734
C  6.372  9.376  8.450
C  5.206  9.849  7.861
C  4.919  9.432  6.532
C  5.859  8.662  5.829
C  7.065  8.246  6.399
C  7.283  8.551  7.759
C  8.535  8.094  8.378
N  9.227  8.746  9.330
C  10.353  7.936  9.598
C  10.298  6.850  8.821
N  9.197  6.974  8.089
H  4.481  10.311  8.484
H  3.991  9.755  6.076
H  5.515  8.225  4.889
H  7.712  7.636  5.794
H  11.011  8.210  10.430
H  11.018  6.075  8.772
H  8.894  6.387  7.323

Summary:
HOMO-LUMO gap (spin up / spin down): 7.067 / 7.434 eV
energy relative to the best compared isomer or geometry (same formula, charge and spin): 50.3 kcal/mol
E_tot: -80514.2665 eV
total charge: +2
E_HOMO (spin up / spin down): -12.954 / -12.964 eV
expectation value of S²: 3.779
2S+1: 4

# 11
Density functional theory data (ωB97M-V with the def2-TZVPD basis set) for a 2-piece molecular cluster, C5H8OS overall in a non-equilibrium geometry.

Element x y z (Å)
C  -0.797  0.072  -0.735
C  0.221  -0.608  -0.163
C  -0.050  -1.412  1.009
C  1.592  -0.480  -0.756
H  -0.655  0.865  -1.520
H  -1.803  0.257  -0.328
H  0.735  -1.345  1.695
H  -0.059  -2.482  0.891
H  -0.939  -1.134  1.431
H  1.916  0.590  -0.905
H  1.688  -0.908  -1.817
H  2.287  -0.969  -0.238
O  -2.352  2.066  1.225
C  -1.453  2.420  0.528
S  -0.329  3.070  -0.317

Summary:
HOMO-LUMO gap: 9.554 eV
energy relative to the best compared isomer or geometry (same formula, charge and spin): 27.3 kcal/mol
E_tot: -18196.1170 eV
total charge: 0
E_HOMO: -8.940 eV
SMILES: C=C(C)C.O=C=S
2S+1: 1

# 12
Density functional theory data (ωB97M-V with the def2-TZVPD basis set) for one molecule with the formula C6H6S2 in a non-equilibrium geometry.

Element x y z (Å)
C  -2.172  -0.043  1.483
C  -1.520  0.533  0.648
C  -0.719  1.225  -0.365
S  -1.315  2.133  -1.648
C  0.682  1.005  -0.147
C  1.177  -0.368  -0.671
C  0.660  -1.557  0.113
S  -0.010  -2.881  -0.599
H  -2.916  -0.497  2.118
H  1.211  1.786  -0.711
H  0.906  1.106  0.934
H  0.867  -0.502  -1.722
H  2.282  -0.411  -0.630
H  0.867  -1.530  1.196

Summary:
HOMO-LUMO gap: 7.726 eV
energy relative to the best compared isomer or geometry (same formula, charge and spin): 50.3 kcal/mol
E_tot: -27986.2436 eV
total charge: 0
E_HOMO: -8.873 eV
SMILES: C#CC(=S)CCC=S
2S+1: 1